This record from the Open Molecules 2025 dataset describes a molecular structure, C26H44AsFN4NaO10SSbTe. The level of theory is the ωB97M-V functional and the def2-TZVPD basis.

Geometry as ORCA input:
```
! RIJCOSX wB97M-V def2-TZVPD def2/J DEFGRID3
* xyz -2 1
Na 0.16 -0.05 0.55
C -2.05 -3.64 -0.36
N -2.14 -2.78 -1.52
C -1.80 -3.36 -2.80
C -2.21 -1.43 -1.34
O -2.35 -0.91 -0.26
C -2.17 -0.58 -2.62
O -1.84 0.76 -2.38
C -2.80 1.51 -1.65
C -2.04 2.37 -0.64
O -1.30 1.81 0.14
N -2.28 3.71 -0.59
C -2.89 4.46 -1.67
C -1.61 4.50 0.44
H -1.07 -4.12 -0.33
H -2.83 -4.40 -0.38
H -2.17 -3.05 0.55
H -1.87 -4.44 -2.71
H -0.77 -3.12 -3.10
H -2.49 -3.06 -3.59
H -3.15 -0.66 -3.12
H -1.41 -0.97 -3.30
H -3.40 0.85 -1.02
H -3.44 2.06 -2.33
H -3.83 4.04 -1.99
H -2.23 4.55 -2.54
H -3.09 5.47 -1.31
H -1.11 3.82 1.13
H -2.35 5.10 0.98
H -0.87 5.17 0.00
Te -4.23 -1.76 2.41
C -5.61 -2.26 3.95
C -6.37 -3.39 4.14
C -7.18 -3.35 5.31
C -7.06 -2.19 6.01
S -5.93 -1.15 5.23
H -6.33 -4.22 3.45
H -7.83 -4.17 5.61
H -7.55 -1.92 6.93
C -0.30 0.46 4.36
C 0.33 -0.68 3.58
O 1.33 -1.27 4.06
O -0.19 -0.96 2.47
H 0.20 0.61 5.32
H -1.36 0.24 4.51
H -0.24 1.37 3.76
C 1.37 0.94 -3.26
As 1.74 -0.70 -2.32
C 2.03 -1.94 -3.79
C 3.48 -0.68 -1.50
O 0.51 -1.29 -1.42
H 2.30 1.38 -3.62
H 0.86 1.62 -2.58
H 0.72 0.70 -4.10
H 2.94 -1.69 -4.34
H 1.18 -1.91 -4.47
H 2.13 -2.94 -3.37
H 4.18 -0.16 -2.16
H 3.79 -1.72 -1.39
H 3.42 -0.20 -0.53
C 3.63 -3.83 0.58
Sb 2.52 -2.44 1.93
C 3.64 -3.18 3.62
C 0.95 -3.88 2.10
H 3.63 -4.84 1.00
H 4.67 -3.50 0.45
H 3.15 -3.86 -0.40
H 3.70 -4.27 3.57
H 3.11 -2.86 4.51
H 4.65 -2.77 3.63
H 1.32 -4.76 2.63
H 0.64 -4.17 1.09
H 0.11 -3.43 2.61
F 5.59 2.29 -2.71
C 4.83 3.31 -2.29
C 3.72 3.09 -1.57
N 2.91 4.11 -1.14
C 1.64 3.84 -0.43
C 1.64 2.53 0.41
O 1.49 2.64 1.62
O 1.76 1.48 -0.29
C 3.20 5.42 -1.45
O 2.49 6.37 -1.17
N 4.38 5.60 -2.15
C 5.25 4.64 -2.66
O 6.22 4.95 -3.33
H 3.38 2.11 -1.27
H 0.84 3.77 -1.18
H 1.45 4.70 0.21
H 4.59 6.56 -2.37
*
```

Output
Strongest force on any atom (eV/Å): 0.7
HOMO energy (eV): -0.64
E_LUMO (eV): 3.27
Orbital gap (eV): 3.9
Energy relative to the best compared isomer or geometry (same formula, charge and spin) (kcal per mole): 48.96